Below is a structure of composition C21H47CoOP3S in a non-equilibrium geometry, with properties calculated with ωB97M-V/def2-TZVPD.

```
74
Properties=species:S:1:pos:R:3:forces:R:3:mulliken_spin:R:1
Co -0.94900 -1.03053 0.54551 -0.061 1.919 0.281 2.265
P -2.56033 -0.27348 1.87568 -1.598 0.770 1.426 -0.029
P 0.06557 -2.25103 1.92401 3.114 -2.670 3.350 0.025
P -1.23817 -2.49541 -0.92746 -0.513 -2.931 -3.404 0.093
H 3.07523 4.57356 -6.55571 -0.348 -0.092 -0.178 0.000
C 2.12008 4.19981 -6.94090 -0.340 0.101 0.223 0.009
C 0.98152 4.88847 -6.77588 0.299 -0.269 0.090 0.011
H 0.96391 5.84307 -6.23839 0.035 -0.322 -0.285 0.000
C -2.24040 1.33447 2.69184 0.365 -0.140 -0.074 0.012
C -3.23858 -1.34772 3.20786 -0.026 -0.050 -0.382 0.002
C -3.92222 0.16736 0.72243 0.095 -0.431 -0.017 0.050
C 1.78536 -2.74979 1.47529 -0.301 0.266 -0.304 0.004
C 0.47243 -1.70248 3.63118 -0.341 0.444 0.028 0.029
C -0.67865 -3.91931 2.29688 -0.499 0.358 -0.447 0.017
C -1.71409 -1.79394 -2.53781 -0.105 0.306 0.167 0.045
C -2.70266 -3.44877 -0.38674 -0.158 0.093 0.459 0.059
C 0.05330 -3.72239 -1.42745 -0.024 0.213 0.234 0.015
H 2.14321 3.25049 -7.48643 -0.019 0.394 0.089 0.000
H 0.03065 4.53527 -7.18927 0.382 0.137 0.123 0.000
H -1.64824 1.96924 2.02559 -0.067 -0.020 0.147 -0.004
H -1.68749 1.19197 3.62411 -0.012 0.003 -0.142 0.001
H -3.19124 1.83471 2.92270 0.138 -0.276 -0.123 -0.001
H -2.48119 -1.56122 3.97559 -0.214 0.121 -0.301 0.000
H -3.59251 -2.29517 2.77917 0.029 0.225 0.149 0.001
H -4.08718 -0.84168 3.68790 0.203 -0.064 -0.158 -0.003
H -3.63318 1.05105 0.13904 -0.017 -0.237 0.149 -0.008
H -4.81678 0.40570 1.30619 0.060 -0.065 -0.079 0.009
H -4.13561 -0.67003 0.04287 -0.111 0.338 0.167 -0.006
H 2.13827 -3.48300 2.21498 -0.045 0.254 -0.237 0.008
H 2.40384 -1.84145 1.51470 -0.060 -0.297 -0.015 -0.004
H 1.83692 -3.18307 0.46970 0.100 0.052 0.311 -0.005
H 0.78318 -2.58265 4.21830 -0.154 0.304 -0.288 0.008
H -0.37573 -1.21702 4.12904 0.281 -0.125 -0.026 -0.002
H 1.30810 -0.99412 3.58143 -0.248 -0.096 -0.024 -0.007
H -0.07144 -4.38672 3.08333 -0.062 0.229 -0.251 0.004
H -0.68854 -4.57519 1.41528 0.058 0.184 0.304 0.000
H -1.70862 -3.81285 2.66532 0.303 -0.083 -0.024 -0.001
H -2.03171 -2.61149 -3.19845 0.087 0.204 0.118 0.007
H -0.87177 -1.24699 -2.97942 -0.184 -0.277 0.010 0.002
H -2.54066 -1.08447 -2.40192 0.116 -0.193 -0.094 -0.008
H -2.82583 -4.31352 -1.05021 -0.013 0.156 0.027 0.018
H -3.59199 -2.80518 -0.42758 0.213 -0.218 -0.160 0.003
H -2.59832 -3.80256 0.64656 -0.008 0.025 -0.395 -0.013
H -0.27713 -4.21992 -2.35312 0.038 0.101 0.399 0.002
H 0.26390 -4.46906 -0.64800 -0.181 0.198 -0.294 -0.001
H 0.99434 -3.18766 -1.63558 -0.328 -0.175 -0.045 0.002
C 0.25223 1.08758 -1.95697 -0.142 -0.143 0.080 0.229
C 1.29944 0.25251 -2.41018 0.875 -0.077 -0.383 0.034
C 2.15205 0.68506 -3.41817 -0.116 -1.614 1.038 0.088
C 1.99187 1.93342 -4.00864 -0.047 0.766 -0.302 0.197
C 0.89720 2.73383 -3.64731 -1.049 0.143 0.749 0.053
C 0.01412 2.30244 -2.66212 0.028 0.953 -0.293 0.078
S -0.67560 0.75858 -0.53680 0.661 1.801 -1.457 0.655
H 0.24268 -1.49704 -0.25993 -0.273 0.132 0.290 -0.003
H 1.43864 -0.70778 -1.91837 0.225 0.142 -0.174 0.019
H 2.96888 0.03451 -3.72632 -0.164 0.157 0.031 0.006
H 2.70645 2.30608 -4.74356 -0.194 -0.138 0.121 0.003
H 0.75365 3.70136 -4.12875 -0.018 -0.280 0.039 0.001
H -0.85155 2.90651 -2.36582 0.460 -0.082 -0.198 -0.008
C 2.89390 1.51008 3.98849 -0.196 0.196 0.077 0.001
C 1.51247 1.76052 3.37608 0.275 0.441 0.075 0.003
O 1.38109 1.24992 2.04581 -0.202 -0.330 -0.307 0.016
C 2.21916 1.90979 1.08587 0.082 0.136 0.522 0.009
C 1.64424 3.23431 0.59784 0.002 -0.088 0.066 0.010
H 3.57950 2.33622 3.76806 -0.022 -0.327 -0.052 0.000
H 3.32633 0.56161 3.64145 -0.084 0.212 0.146 0.000
H 2.79090 1.49079 5.07657 0.099 -0.105 -0.093 0.000
H 0.72213 1.27600 3.96265 0.161 0.124 -0.151 -0.001
H 1.32942 2.84740 3.35861 -0.200 -0.310 0.154 0.001
H 3.19977 2.10345 1.55565 -0.213 -0.273 -0.442 0.002
H 2.33861 1.18300 0.27440 0.103 0.164 0.022 -0.006
H 1.80439 4.02944 1.33409 -0.221 -0.142 -0.140 0.000
H 2.17802 3.53731 -0.30441 -0.041 0.065 -0.036 0.000
H 0.56945 3.14783 0.36960 0.334 0.114 0.114 0.000
```
Forces are in eV/Å.

Properties
Energy relative to the best compared isomer or geometry (same formula, charge and spin) (kJ/mol): 279.7
Calculated total energy (a.u.): -3707.45654
Multiplicity: 5
Charge: +3
HOMO level (alpha / beta) (eV): -16.010 / -15.900
Orbital gap (alpha / beta) (Ha): 0.2250 / 0.1128